(1)
The following is a DFT calculation (ωB97M-V/def2-TZVPD) of a cluster of 3 separate species, C5H13NO2 in total.

```
21
Properties=species:S:1:pos:R:3:lowdin_charge:R:1
O -3.29558 -2.24033 0.29801 -0.030
O -0.44364 3.07758 1.97816 -0.158
N 0.55203 -1.43728 1.73809 -0.013
C 0.28197 0.19024 -1.66969 -0.214
C 1.01122 -0.56528 2.55653 -0.048
C 0.79890 -0.70879 -0.46898 -0.063
C 1.24047 -0.11516 -2.88370 -0.118
C -0.02305 -0.86310 0.57975 -0.191
H 0.32244 1.11937 -1.20231 0.063
H -0.80173 0.10719 -2.00971 0.118
H -2.59973 -1.61297 0.36599 -0.028
H -3.64338 -2.07389 -0.57425 0.032
H 0.82624 -0.95439 -3.53246 0.094
H 1.32467 -0.75299 3.58888 0.062
H -1.01646 -0.55457 0.62138 0.082
H -0.90086 3.26166 2.84704 0.042
H 1.73955 -1.02475 -0.59565 0.053
H 1.35595 0.74693 -3.50035 0.037
H 0.06298 4.03381 2.02893 0.120
H 0.91366 0.57446 2.38469 0.090
H 2.29438 -0.20772 -2.55035 0.069
```

Values from the calculation:
**Total energy**: -10977.6760 eV
**HOMO level**: -8.670 eV
**LUMO**: 0.402 eV



(2)
The following is a DFT calculation (ωB97M-V/def2-TZVPD) of a structure of composition C5H13NO2.

```
21
Properties=species:S:1:pos:R:3:lowdin_charge:R:1
O 1.14814 -1.44791 -0.45332 -0.047
O 0.98746 -1.17416 1.81422 -0.105
N -1.46833 -1.30935 1.00497 0.092
C 1.47614 -0.67713 0.68197 -0.507
C 1.53502 1.34923 -1.03328 -0.134
C 0.97638 0.96026 0.32566 -0.157
C -1.83764 -0.15085 0.60150 -0.238
C -2.30511 0.18476 -0.77156 -0.054
H -0.19565 -1.38604 1.62532 0.118
H -1.39964 -2.01096 0.27041 0.091
H 1.04939 0.77452 -1.82092 0.063
H 1.37785 2.40885 -1.23609 0.065
H 2.60150 1.13636 -1.09532 0.071
H -1.95205 1.17340 -1.05715 0.079
H 1.49102 1.47793 1.13660 0.093
H 1.20046 -2.37369 -0.18480 0.094
H -0.05633 1.29227 0.40438 0.050
H -1.85564 0.62918 1.35578 0.123
H -3.39582 0.19563 -0.80010 0.085
H -1.93710 -0.53790 -1.49979 0.087
H 2.55992 -0.51441 0.73153 0.131
```

Values from the calculation:
**Total energy**: -10979.1621 eV
**HOMO level**: -8.673 eV
**LUMO**: 0.743 eV



(3)
The following is a DFT calculation (ωB97M-V/def2-TZVPD) of a cluster of 2 separate species, C5H13NO2 in total.

```
21
Properties=species:S:1:pos:R:3:lowdin_charge:R:1
O -0.27463 -2.22464 -2.59812 0.044
O 1.58835 1.41221 2.09003 -0.064
N -0.73918 1.04055 -0.09814 -0.096
C -1.48254 1.20341 1.16170 -0.109
C 0.54955 -1.33806 -2.64313 -0.248
C 0.08106 -1.31328 0.50417 -0.041
C -0.47182 -0.32085 -0.52655 -0.404
C 0.53711 -0.17082 -1.69535 -0.133
H 0.27220 -0.83845 1.46032 0.049
H 1.54479 -0.11444 -1.27231 0.124
H 0.07797 1.63103 -0.11096 0.094
H -2.17438 2.03482 1.00145 0.072
H 0.21440 0.70871 -2.23956 0.120
H -1.32777 -0.74088 -1.04629 0.127
H -2.20026 0.40386 1.27426 0.088
H 1.34760 -1.42257 -3.40156 0.119
H -0.80548 1.53048 1.93984 0.050
H -0.65508 -2.09149 0.71263 0.079
H 2.10223 1.61066 2.88041 0.044
H 0.86058 0.86756 2.43180 0.008
H 0.95533 -1.86782 0.17535 0.078
```

Values from the calculation:
**Total energy**: -10979.7150 eV
**HOMO level**: -8.560 eV
**LUMO**: 0.653 eV



(4)
The following is a DFT calculation (ωB97M-V/def2-TZVPD) of a cluster of 2 separate species, C5H13NO2 in total.

```
21
Properties=species:S:1:pos:R:3:lowdin_charge:R:1
O -2.78687 -0.78591 1.32950 -0.144
O -5.08213 -0.77078 1.46023 -0.093
N -2.80319 0.49657 -0.89113 -0.018
C -3.94865 -1.59239 1.24098 -0.213
C -3.20311 0.45585 1.89533 -0.164
C -4.62105 0.57709 1.38263 -0.177
C -3.76714 -0.33600 -1.61248 -0.340
C -3.21911 -1.66043 -2.14573 -0.109
H -4.61003 -0.53804 -0.92387 0.086
H -3.96830 -2.06779 0.24147 0.101
H -3.95126 -2.40011 1.99798 0.139
H -4.15804 0.26565 -2.45549 0.113
H -2.38949 -1.47279 -2.84796 0.073
H -5.28942 1.21393 1.99349 0.135
H -2.00581 0.71239 -1.49962 0.080
H -4.65359 0.95534 0.34277 0.100
H -4.00640 -2.22418 -2.67389 0.076
H -2.42040 -0.02482 -0.09469 0.030
H -2.84242 -2.27815 -1.31317 0.060
H -3.16450 0.42829 3.00131 0.131
H -2.50999 1.24864 1.55401 0.133
```

Values from the calculation:
**Total energy**: -10979.4270 eV
**HOMO level**: -8.926 eV
**LUMO**: 1.043 eV



(5)
The following is a DFT calculation (ωB97M-V/def2-TZVPD) of a cluster of 2 separate species, C5H13NO3 in total.

```
22
Properties=species:S:1:pos:R:3:lowdin_charge:R:1
O 2.63563 -1.77588 0.06805 -0.049
O 2.38864 0.97753 -0.63314 0.044
O -2.83616 -0.52221 0.14469 -0.081
N -0.03514 -0.33231 0.81180 -0.072
C 1.39051 0.43104 -1.03607 -0.228
C -1.09010 0.30037 -1.32632 -0.154
C -2.46069 0.53966 -0.71241 -0.268
C 0.30392 0.30654 2.07195 -0.108
C 0.04299 0.57731 -0.33386 -0.326
H -3.23573 0.58057 -1.48175 0.115
H -0.01378 1.62600 -0.02747 0.153
H -1.05912 -0.74337 -1.66751 0.127
H -2.06317 -0.71727 0.68512 0.048
H -0.42477 1.08165 2.31465 0.083
H 1.30743 0.75093 2.10862 0.081
H -2.48972 1.49389 -0.16721 0.115
H 3.05697 -2.58570 -0.22235 0.048
H -0.94438 0.88619 -2.23886 0.119
H 0.54345 -1.14465 0.65653 0.091
H 0.25864 -0.41062 2.89565 0.082
H 1.41810 -0.24710 -1.90294 0.128
H 3.30646 -1.07254 -0.00717 0.051
```

Values from the calculation:
**Total energy**: -13027.6913 eV
**HOMO level**: -8.920 eV
**LUMO**: 0.562 eV



(6)
The following is a DFT calculation (ωB97M-V/def2-TZVPD) of a structure of composition C5H13NO4S.

```
24
Properties=species:S:1:pos:R:3:lowdin_charge:R:1
S -1.82691 -2.14203 -1.35359 0.785
O -2.25519 -2.69443 0.24265 -0.324
O -0.32035 -2.31535 -1.53465 -0.584
O 0.73598 -3.83961 0.17297 0.022
O -2.15758 -0.69922 -1.26405 -0.521
N 0.39456 1.09808 0.19304 -0.427
C 1.81002 1.72965 0.47990 0.047
C -0.64548 1.91236 0.95717 0.002
C 1.10510 -3.00658 -0.51246 -0.129
C 0.18792 1.05503 -1.21189 -0.081
C 0.21216 -0.29276 0.69555 -0.064
H -0.58394 2.99181 0.58256 0.128
H 1.78215 2.57890 1.16326 0.093
H 0.54408 -0.36947 1.80680 0.138
H -0.40006 1.59606 2.04656 0.133
H 2.27299 1.95615 -0.51039 0.107
H -0.85749 -0.57682 0.62411 0.072
H 0.72319 -1.03040 -0.09526 0.074
H 0.09563 2.05770 -1.55803 0.090
H 2.31144 0.90538 0.95523 0.085
H 1.06885 0.42790 -1.81370 0.190
H -1.79514 -3.41640 0.63249 0.004
H -0.73311 0.54054 -1.46969 0.053
H -1.66883 1.53351 0.77143 0.108
```

Values from the calculation:
**Total energy**: -25907.1598 eV
**HOMO level**: -7.840 eV
**LUMO**: 0.130 eV



(7)
The following is a DFT calculation (ωB97M-V/def2-TZVPD) of a cluster of 2 separate species, C5H13NO5P in total.

```
25
Properties=species:S:1:pos:R:3:lowdin_charge:R:1
P 2.94332 -0.29433 -0.08769 0.431
O 3.56610 0.50770 -1.54207 -0.293
O 0.50996 -2.46424 -0.52101 -0.090
O 3.87791 -1.44767 0.03330 -0.410
O 0.78408 2.03343 -0.70275 -0.094
O 2.81828 0.78464 0.95429 -0.402
N -0.62056 0.00930 -1.77264 0.091
C 0.03792 1.14115 0.18145 -0.413
C -1.24735 1.90868 0.45543 -0.031
C -0.01983 -1.55074 1.68920 -0.025
C -0.16344 -0.20362 -0.48454 -0.250
C -0.39041 -1.56519 0.15238 -0.362
H -0.28040 0.89216 -2.16967 0.092
H -1.31161 -2.02081 -0.08045 0.113
H 0.64929 1.00061 1.04435 0.080
H 0.43356 -2.47402 2.01408 0.071
H -2.02901 1.22425 0.57301 0.051
H -1.13446 2.48059 1.38888 0.082
H -1.33892 2.55273 -0.40888 0.074
H -0.67424 -0.78942 -2.49326 0.135
H 3.74280 -0.31924 -2.04209 0.015
H 1.34079 -2.02216 -0.42785 -0.016
H 1.70716 1.71780 -0.67281 0.034
H -0.95736 -1.36914 2.22107 0.070
H 0.71149 -0.79513 1.90794 0.046
```

Values from the calculation:
**Total energy**: -26413.6566 eV
**HOMO level (alpha / beta)**: -3.091 / -3.521 eV
**LUMO (alpha / beta)**: 3.395 / 3.538 eV
**Charge**: -1



(8)
The following is a DFT calculation (ωB97M-V/def2-TZVPD) of a structure of composition C5H13NP.

```
20
Properties=species:S:1:pos:R:3:lowdin_charge:R:1
P 0.35562 -0.46817 -1.08577 1.038
N 2.25455 1.54319 -0.25733 0.058
C -1.15168 -0.24812 -0.49526 -0.320
C 2.68658 -0.79670 0.25119 -0.128
C -2.36009 -0.07896 0.09018 -0.152
C 1.77486 0.34384 0.13866 -0.572
C -3.55915 0.66826 -0.50050 -0.089
H -4.48111 0.12160 -0.14596 0.098
H 2.99778 1.56216 -0.95764 0.126
H -3.54115 1.78190 -0.27484 0.105
H -3.46409 0.72465 -1.65531 0.111
H 1.67332 2.36999 -0.19385 0.117
H 1.31903 0.45035 1.09287 0.116
H -2.57860 -0.65539 1.05690 0.152
H 3.65924 -0.30874 0.67924 0.145
H -0.48195 -2.56261 0.26737 -0.022
H 0.32146 -1.91803 -1.17598 -0.026
H 2.29858 -1.35571 1.07267 0.077
H 2.98177 -1.41859 -0.57978 0.080
H -0.53780 -3.27867 0.61952 0.086
```

Values from the calculation:
**Total energy**: -16163.3980 eV
**HOMO level**: -13.290 eV
**LUMO**: -5.389 eV
**Charge**: +1